DFT (the ωB97M-V functional and the def2-TZVPD basis) results for a structure of composition C31H51F3O16SY at a distorted geometry.

Cartesian coordinates (Å):
Y (-13.811, -4.823, 27.755)
C (-10.524, -4.649, 24.898)
C (-11.951, -5.163, 24.674)
O (-12.795, -5.058, 25.749)
H (-10.593, -3.582, 24.688)
H (-9.840, -5.170, 24.228)
H (-10.181, -4.788, 25.924)
H (-12.065, -6.228, 24.474)
H (-12.257, -4.714, 23.729)
C (-10.475, -8.017, 27.934)
F (-9.853, -9.084, 28.371)
F (-9.648, -7.155, 27.456)
F (-11.289, -8.306, 26.906)
S (-11.573, -7.335, 29.360)
O (-12.340, -6.224, 28.758)
O (-12.562, -8.405, 29.697)
O (-10.638, -6.979, 30.428)
C (-8.205, -8.084, 21.106)
C (-9.290, -8.283, 22.133)
C (-8.544, -8.155, 23.359)
O (-7.583, -7.154, 23.084)
C (-7.414, -6.913, 21.657)
H (-8.648, -7.782, 20.157)
H (-7.646, -8.995, 20.891)
H (-9.726, -9.281, 22.159)
H (-9.953, -7.428, 21.995)
H (-8.002, -9.097, 23.441)
H (-9.163, -7.996, 24.243)
H (-6.355, -6.921, 21.397)
H (-7.940, -5.990, 21.413)
C (-8.474, 0.923, 22.087)
C (-8.760, 0.929, 23.579)
C (-10.166, 0.171, 23.762)
O (-10.721, 0.248, 22.464)
C (-9.673, 0.166, 21.484)
H (-7.456, 0.563, 21.939)
H (-8.312, 1.954, 21.774)
H (-8.872, 1.972, 23.874)
H (-7.937, 0.506, 24.155)
H (-10.762, 0.652, 24.538)
H (-10.065, -0.818, 24.208)
H (-9.994, 0.600, 20.537)
H (-9.436, -0.884, 21.314)
O (-15.413, -10.290, 21.966)
C (-14.661, -9.957, 22.849)
O (-13.321, -9.829, 22.553)
C (-12.665, -9.170, 23.599)
C (-13.806, -8.638, 24.537)
C (-14.907, -9.561, 24.280)
H (-11.831, -8.519, 23.336)
H (-12.274, -10.040, 24.127)
H (-14.059, -7.591, 24.373)
H (-13.355, -8.632, 25.530)
H (-15.922, -9.252, 24.530)
H (-14.825, -10.518, 24.796)
O (-6.934, -2.879, 24.294)
C (-6.331, -3.923, 24.429)
O (-5.142, -4.146, 23.806)
C (-4.574, -5.403, 24.130)
C (-5.220, -5.717, 25.447)
C (-6.568, -5.026, 25.394)
H (-3.489, -5.326, 24.053)
H (-4.781, -6.175, 23.390)
H (-4.638, -5.075, 26.109)
H (-5.230, -6.781, 25.681)
H (-6.725, -4.546, 26.360)
H (-7.293, -5.768, 25.059)
O (-11.554, -3.671, 27.969)
C (-10.701, -2.796, 28.069)
O (-11.033, -1.578, 28.462)
C (-10.015, -0.626, 28.328)
C (-8.774, -1.447, 28.107)
C (-9.280, -2.884, 27.812)
H (-9.969, 0.032, 29.196)
H (-10.170, -0.022, 27.433)
H (-8.160, -1.359, 29.003)
H (-8.087, -1.246, 27.284)
H (-9.085, -3.636, 28.576)
H (-8.919, -3.249, 26.850)
O (-15.588, -4.709, 26.195)
C (-16.374, -4.532, 25.241)
O (-16.361, -3.549, 24.351)
C (-17.430, -3.610, 23.413)
C (-17.900, -5.062, 23.428)
C (-17.563, -5.424, 24.883)
H (-17.053, -3.412, 22.409)
H (-18.249, -2.896, 23.490)
H (-17.422, -5.750, 22.731)
H (-18.965, -5.054, 23.194)
H (-17.321, -6.485, 24.820)
H (-18.489, -5.258, 25.433)
O (-14.313, -1.820, 22.690)
C (-13.847, -2.818, 22.104)
O (-14.541, -3.896, 21.775)
C (-13.904, -4.860, 20.975)
C (-12.695, -4.060, 20.513)
C (-12.397, -2.945, 21.472)
H (-14.417, -5.235, 20.089)
H (-13.701, -5.804, 21.480)
H (-12.890, -3.662, 19.517)
H (-11.859, -4.757, 20.448)
H (-12.023, -2.029, 21.015)
H (-11.764, -3.209, 22.319)

Properties
Lowest unoccupied orbital energy   -4.69 eV
Charge   +1
Kohn-Sham gap   6.8 eV
Multiplicity   1
Highest occupied orbital energy   -0.422 hartree